Arrangement 1

Formula: C4H5FOS
Source: the OMol25 dataset
Level of theory: wB97M-V/def2-TZVPD

Each line ends with the Löwdin charge.
Geometry (Å):
H 0.829 0.457 1.471  0.127
H -0.681 -1.349 1.223  0.127
C -0.182 -1.139 0.283  -0.159
O -1.265 -0.934 -0.678  -0.061
F -0.464 2.413 -0.030  0.077
C -1.412 0.405 -0.765  -0.067
H 2.942 -0.238 0.167  -0.140
H -2.291 0.753 -1.298  0.146
C 0.529 0.194 0.440  -0.537
S 2.024 0.325 -0.660  0.757
C -0.460 1.088 -0.144  -0.388
H 0.431 -1.975 -0.010  0.117

* E_HOMO: -8.63 eV
* SMILES: FC1=COC[C@H]1S
* HOMO-LUMO gap: 0.342 hartree

***

Arrangement 2

Formula: C4H5FOS
Source: the OMol25 dataset
Level of theory: wB97M-V/def2-TZVPD

Each line ends with the Löwdin charge.
Geometry (Å):
C -0.204 1.208 0.007  -0.339
H -0.690 -1.734 0.904  0.116
H 0.839 -0.019 1.420  0.103
O -1.685 -0.514 -0.417  -0.077
H -0.078 -1.796 -0.819  0.140
H -2.130 1.303 -1.073  0.126
S 2.172 -0.018 -0.519  0.787
C -1.419 0.807 -0.462  -0.072
C -0.431 -1.126 0.050  -0.136
F 0.331 2.407 -0.052  0.079
C 0.590 -0.003 0.353  -0.601
H 2.708 -0.515 0.608  -0.126

* E_HOMO: -8.47 eV
* SMILES: FC1=COC[C@H]1S
* HOMO-LUMO gap: 0.336 hartree

***

arrangement 1 (0.0120 hartree below the next structure)

***

Arrangement 1

Formula: C11H17N4
Source: the OMol25 dataset
Level of theory: wB97M-V/def2-TZVPD

Each line ends with the Löwdin charge.
Geometry (Å):
N -1.067 -2.242 0.051  0.227
C -1.635 -1.353 -0.757  -0.436
N -1.486 -1.419 -2.071  0.234
H 1.045 0.790 3.720  0.127
H -2.482 1.560 -1.134  0.096
H 0.711 1.889 -1.201  0.114
H -0.215 2.920 2.592  0.090
H -3.316 0.273 -1.936  0.080
N 1.902 -0.492 2.265  0.086
H -1.271 -2.295 -2.514  0.140
C -3.053 0.643 -0.956  -0.046
C 2.629 -0.887 -1.355  -0.089
C 1.099 0.561 2.673  -0.048
C 2.722 -1.209 -0.021  -0.020
C 1.093 0.523 0.448  -0.179
H -1.382 2.242 1.519  0.068
C 1.956 -0.485 0.897  -0.231
C 1.094 0.919 -0.891  -0.051
H -1.067 -2.197 1.055  0.138
H -1.671 -0.579 -2.587  0.119
H -0.805 -3.136 -0.333  0.134
H -1.753 0.133 0.588  0.129
C -0.307 2.424 1.613  -0.045
N -2.272 -0.313 -0.171  0.050
H 3.445 -1.938 0.326  0.114
H -3.985 0.863 -0.439  0.098
H 1.845 0.518 -2.840  0.100
H 2.614 -0.907 2.842  0.159
C 0.593 1.236 1.608  -0.239
C 1.824 0.184 -1.810  -0.096
H 3.179 -1.421 -2.115  0.102
H 0.015 3.197 0.934  0.077

* E_HOMO: -10.98 eV
* HOMO-LUMO gap: 0.306 hartree
* charge: +1

***

Arrangement 2

Formula: C11H17N4
Source: the OMol25 dataset
Level of theory: wB97M-V/def2-TZVPD

Each line ends with the Löwdin charge.
Geometry (Å):
C 2.251 1.342 -0.785  -0.027
H -1.239 1.861 2.302  0.040
N -0.942 -0.342 -1.494  0.225
C -1.132 -4.181 1.045  -0.046
H -1.242 -4.430 2.022  0.075
C -0.610 -1.863 1.141  -0.040
H -1.614 -0.823 -0.987  0.071
N -0.761 -0.012 2.676  -0.027
C 3.116 2.299 -1.381  -0.049
H -0.175 -4.343 0.717  0.071
H -0.406 1.744 -2.861  0.094
C 0.571 1.789 -2.497  -0.055
H -1.630 -4.829 0.460  0.056
C -0.002 0.196 -0.735  -0.359
H 0.230 0.016 2.838  0.136
H 3.455 3.435 -3.246  0.128
H 1.173 3.100 -4.132  0.134
H 4.006 2.508 -0.839  0.095
N 0.044 0.283 0.537  0.130
H 0.317 -2.343 1.461  0.149
C 2.742 2.798 -2.642  -0.058
C 1.486 2.493 -3.231  -0.067
H -2.649 0.920 2.509  0.112
C -1.631 1.153 2.940  -0.031
C 1.037 1.059 -1.387  -0.166
H -1.474 1.505 3.989  0.119
H -0.768 -0.197 -2.477  0.128
H -2.534 -2.561 0.653  0.112
C -1.520 -2.769 0.848  -0.086
H 2.565 0.894 0.244  0.146
N -0.894 -0.409 1.348  -0.144
H -1.770 -0.293 0.965  0.132

* E_HOMO: -12.33 eV
* SMILES: C/C=C/[N@H+](/N=C(\N)c1ccccc1)NC
* HOMO-LUMO gap: 0.356 hartree
* charge: +1

***

Arrangement 3

Formula: C11H17N4
Source: the OMol25 dataset
Level of theory: wB97M-V/def2-TZVPD

Each line ends with the Löwdin charge.
Geometry (Å):
H 2.513 -0.444 2.993  0.085
H 1.634 -3.615 1.316  0.029
C -0.330 3.892 -3.512  0.073
C 1.491 -2.915 2.015  0.005
H 0.157 4.393 -2.702  0.106
H -3.049 -1.391 1.058  0.116
H 0.303 2.911 -0.941  0.198
H 2.381 -2.463 2.555  0.095
H 0.763 -3.405 2.728  0.111
C -2.176 -0.672 1.032  -0.022
N -0.662 2.620 -2.886  -0.053
H -2.165 1.611 -4.094  0.146
H -0.915 -2.966 0.731  0.132
H -2.576 0.326 1.057  0.077
H -1.751 -1.421 -1.048  0.159
H 0.063 -2.572 -0.548  0.123
C 1.233 -0.465 1.268  -0.269
N 0.727 0.394 0.255  0.197
N -1.513 0.680 -2.428  0.160
C 2.380 0.095 2.033  -0.033
H -1.212 4.328 -3.801  0.088
C -0.168 2.222 -1.707  0.029
H -1.660 -0.693 1.923  0.053
C 0.799 -1.751 1.241  -0.169
H 0.261 3.588 -4.286  0.088
C -0.313 -2.176 0.346  -0.135
C -1.436 1.591 -3.331  -0.055
C -1.214 -1.086 -0.103  -0.292
N -0.697 1.030 -1.429  0.014
H 1.955 1.042 2.291  0.073
C -0.335 0.089 -0.384  -0.211
H 3.388 0.074 1.669  0.084

* E_HOMO: -11.53 eV
* SMILES: CC1=C(C)N=C([n+]2cn(C)cn2)[C@H](C)C1
* HOMO-LUMO gap: 0.285 hartree
* charge: +1

***

arrangement 1 (0.1209 hartree below the next structure)

***

Arrangement 1

Formula: C7H14N2O2S
Source: the OMol25 dataset
Level of theory: wB97M-V/def2-TZVPD

Each line ends with the Löwdin charge.
Geometry (Å):
H 1.100 -1.533 0.408  0.118
O -0.684 -1.740 2.598  -0.250
C 0.290 -1.155 -0.210  -0.127
H 0.744 2.100 0.799  0.117
H 2.431 1.145 -1.424  0.113
C -0.876 0.746 -1.062  -0.083
H 1.870 0.737 0.859  0.119
H 1.768 -1.130 -1.851  0.115
S -1.957 -0.660 2.469  0.489
C 0.377 0.563 -1.944  -0.283
H -1.203 1.777 -0.971  0.133
N -1.489 0.726 2.211  -0.225
H -1.708 0.106 -1.341  0.131
C 1.050 1.185 0.301  -0.120
C -0.097 0.245 0.112  -0.166
C 0.710 -0.925 -1.695  -0.107
H -0.556 -1.834 -0.136  0.106
H 1.280 2.484 -1.455  0.115
H -2.928 -0.220 4.292  -0.006
N -2.945 -0.947 3.603  -0.232
O -2.613 -1.461 1.231  -0.219
H 0.012 -1.339 3.116  0.058
H 0.276 0.819 -2.998  0.143
C 1.405 1.434 -1.195  -0.120
H -3.165 -2.106 1.678  0.063
H 0.135 -1.565 -2.364  0.118

* E_HOMO (alpha / beta): -8.26 / -8.24 eV
* HOMO-LUMO gap (alpha / beta): 0.271 / 0.270 hartree

***

Arrangement 2

Formula: C7H14N2O2S
Source: the OMol25 dataset
Level of theory: wB97M-V/def2-TZVPD

Each line ends with the Löwdin charge.
Geometry (Å):
C 0.988 -0.534 -0.654  -0.673
C -1.413 0.101 -0.119  -0.616
S 2.563 -1.369 -0.010  0.813
H -0.501 1.901 -0.839  0.074
O 3.798 2.240 1.689  0.223
H -1.056 -0.029 -2.237  0.083
H -2.077 -1.588 1.180  0.115
H 2.533 -1.977 2.355  0.026
H -3.300 -0.458 0.716  0.085
H -2.860 0.115 -1.774  0.085
O 1.927 2.713 0.532  0.238
N -0.042 -0.531 0.109  0.047
H -1.063 1.860 0.918  0.067
H 1.920 -3.215 1.166  0.057
C -1.272 1.626 -0.103  -0.043
H 2.418 -0.141 -2.171  0.142
C -2.233 -0.438 1.033  -0.063
H 0.793 0.445 -2.324  0.008
H -2.168 2.197 -0.435  0.095
H 0.948 -1.579 1.512  -0.012
C 2.864 2.516 1.103  -0.482
C 1.896 -2.090 1.479  -0.428
H -2.192 -1.399 -1.720  0.091
H -1.965 0.067 1.941  0.066
N 1.373 -0.086 -1.844  0.062
C -1.880 -0.349 -1.503  -0.061

* E_HOMO: -8.40 eV
* SMILES: CS/C(N)=N/C(C)(C)C.O=C=O
* HOMO-LUMO gap: 0.328 hartree

***

arrangement 2 (0.1667 hartree below the next structure)

***

Arrangement 1

Formula: F2H3N2OP
Source: the OMol25 dataset
Level of theory: wB97M-V/def2-TZVPD

Each line ends with the Löwdin charge.
Geometry (Å):
O -1.683 0.778 -0.662  -0.097
H -0.581 0.774 1.019  0.099
F 1.646 1.160 0.525  -0.286
P 1.664 -0.073 -0.520  0.812
H -2.599 0.510 -0.499  0.077
H -0.170 -1.474 -0.614  0.078
N -0.957 0.057 0.397  -0.147
F 2.559 -1.048 0.399  -0.290
N 0.122 -0.685 -0.046  -0.245

* E_HOMO: -9.15 eV
* SMILES: ONNP(F)F
* HOMO-LUMO gap: 0.366 hartree

***

Arrangement 2

Formula: F2H3N2OP
Source: the OMol25 dataset
Level of theory: wB97M-V/def2-TZVPD

Each line ends with the Löwdin charge.
Geometry (Å):
P 1.771 -0.539 0.239  0.860
H -0.616 0.852 1.072  0.108
N -0.930 -0.073 0.716  -0.157
F 2.157 1.080 0.107  -0.338
N 0.112 -0.369 -0.238  -0.285
O -2.214 0.251 0.112  -0.069
H 0.127 0.406 -1.013  0.118
F 2.379 -1.096 -1.197  -0.315
H -2.787 -0.511 0.203  0.078

* E_HOMO: -10.12 eV
* SMILES: ONNP(F)F
* HOMO-LUMO gap: 0.406 hartree

***

arrangement 1 (0.0206 hartree below the next structure)

***

Arrangement 1

Formula: C4H10NS
Source: the OMol25 dataset
Level of theory: wB97M-V/def2-TZVPD

Each line ends with the Löwdin charge.
Geometry (Å):
C -1.257 -1.375 -0.048  -0.399
H -0.841 -2.130 -0.817  0.085
N -0.435 1.124 1.161  0.076
H 1.700 1.269 0.747  0.136
H -0.808 2.058 1.546  0.203
S -2.473 -0.197 -0.563  0.802
H 1.590 -1.927 -1.375  0.071
H 2.644 -0.668 -0.848  0.039
H 0.654 1.575 -0.543  0.104
H -0.194 0.586 2.025  0.172
H -1.621 -0.153 -1.656  -0.031
C 0.699 -0.409 -0.193  -0.156
H -1.240 0.659 0.530  -0.024
H -1.146 -1.572 1.028  0.047
C 1.673 -0.938 -0.947  0.048
C 0.776 0.991 0.290  -0.173

* E_HOMO: -13.16 eV
* HOMO-LUMO gap: 0.343 hartree
* charge: +1

***

Arrangement 2

Formula: C4H10NS
Source: the OMol25 dataset
Level of theory: wB97M-V/def2-TZVPD

Each line ends with the Löwdin charge.
Geometry (Å):
S 1.277 1.091 0.977  0.957
C -1.208 0.881 -0.363  -0.085
C 0.162 0.252 -0.300  -0.812
H -1.988 0.349 -1.023  0.122
H 1.895 -0.222 -1.510  0.050
H 0.850 -1.789 0.268  0.222
H -0.581 -0.033 2.308  0.100
C 0.383 -0.328 1.821  -0.341
H 0.253 -0.675 -2.187  0.137
H -1.588 0.899 0.694  0.084
H -0.788 -1.632 0.486  0.200
H 0.907 -0.947 2.609  0.117
H 0.736 1.164 -1.927  0.151
N 0.087 -1.045 0.490  0.023
H -1.303 1.987 -0.786  0.150
C 0.906 0.049 -1.556  -0.076

* E_HOMO: -13.81 eV
* SMILES: CC1(C)[NH2+]CS1
* HOMO-LUMO gap: 0.374 hartree
* charge: +1

***

arrangement 2 (0.0922 hartree below the next structure)

***

Arrangement 1

Formula: C6H11NO3S
Source: the OMol25 dataset
Level of theory: wB97M-V/def2-TZVPD

Each line ends with the Löwdin charge.
Geometry (Å):
H -0.939 1.416 0.440  0.080
H -1.920 -1.217 1.500  0.106
O 1.269 -0.881 -0.874  -0.208
H -2.662 1.168 0.382  0.162
O -0.982 -1.352 -0.982  -0.076
H 2.649 2.300 -0.737  0.088
H 0.654 2.074 -0.874  0.066
N 1.208 0.023 1.429  -0.152
H 1.807 1.087 -1.858  0.057
C 1.708 1.677 -0.922  -0.116
H -2.495 -0.227 -1.451  0.112
H 0.142 -2.652 -0.522  0.168
H 0.393 -1.817 1.812  0.141
C -1.617 0.561 0.342  -0.161
O 3.515 0.106 0.157  -0.315
C -1.225 -0.411 1.453  -0.165
C 0.162 -1.586 -0.304  -0.306
H -1.325 -0.073 2.529  0.142
C -1.530 -0.034 -1.047  -0.171
C 0.149 -0.920 1.210  -0.357
H -0.998 0.574 -1.795  0.121
S 2.039 0.183 0.113  0.782

* E_HOMO: -9.22 eV
* SMILES: C[S@@]1(=O)=N[C@H]2CCCO[C@H]2O1
* HOMO-LUMO gap: 0.363 hartree

***

Arrangement 2

Formula: C6H11NO3S
Source: the OMol25 dataset
Level of theory: wB97M-V/def2-TZVPD

Each line ends with the Löwdin charge.
Geometry (Å):
C -1.828 0.597 0.753  -0.391
C 0.002 -1.498 0.277  -0.291
O 1.012 0.068 -1.705  0.102
H -2.907 0.677 0.737  0.110
H 2.857 -1.672 0.842  0.199
H -1.182 2.493 1.815  0.151
H -0.135 3.552 0.146  0.073
H 0.740 0.455 1.263  0.172
C -1.158 1.881 0.773  -0.279
H 3.074 0.367 0.425  0.058
O 2.816 0.501 -0.481  0.132
N 2.227 -0.752 1.486  -0.044
C 1.007 -0.460 0.560  -0.489
H 1.280 -1.352 2.376  0.248
S -1.364 -0.577 -0.468  0.954
H -0.230 2.063 -1.256  0.098
C -0.526 2.555 -0.229  -0.003
H -0.410 -1.780 1.286  0.102
H -1.678 0.288 1.736  0.077
H 0.367 -2.350 -0.472  0.173
O -2.606 -1.405 -0.364  -0.533
C 1.618 -0.001 -0.707  -0.616

* E_HOMO: -8.76 eV
* HOMO-LUMO gap: 0.310 hartree

***

Arrangement 3

Formula: C6H11NO3S
Source: the OMol25 dataset
Level of theory: wB97M-V/def2-TZVPD

Each line ends with the Löwdin charge.
Geometry (Å):
S -2.316 -0.374 -1.061  0.560
O -3.321 0.001 -0.062  -0.359
H 0.327 -0.785 2.886  0.173
C -0.895 1.228 1.086  -0.007
C 0.388 -0.888 1.666  -0.159
H -1.396 0.935 -2.722  0.026
H -1.786 -0.727 1.534  0.169
O -2.432 -1.695 -1.560  -0.299
H -2.828 1.724 -2.310  0.080
C 1.531 -0.224 0.991  -0.216
H 2.075 1.462 2.175  0.133
H 2.535 -0.713 1.394  0.162
C -2.369 0.735 -2.474  -0.113
H 1.259 -0.475 -0.085  0.126
C 1.508 1.276 1.251  -0.110
H -1.860 1.605 1.100  0.128
H 0.412 -1.938 1.465  0.101
H -3.015 0.326 -3.170  0.037
C -0.888 -0.224 1.028  -0.465
O 0.197 1.933 1.042  0.029
N -0.882 -0.196 -0.342  -0.107
H 2.062 1.734 0.460  0.114

* E_HOMO: -8.96 eV
* HOMO-LUMO gap: 0.336 hartree

***

arrangement 1 (0.0248 hartree below the next structure)

***

Arrangement 1

Formula: C2H6IOP
Source: the OMol25 dataset
Level of theory: wB97M-V/def2-TZVPD

Each line ends with the Löwdin charge.
Geometry (Å):
H -0.088 -1.984 -1.315  0.114
C -0.580 -0.964 -0.937  -0.193
P 0.732 1.082 0.611  0.301
C 0.021 -0.599 0.388  -0.459
O 1.421 1.187 1.970  -0.484
H -0.316 -0.140 -1.656  0.058
H -0.493 -0.661 1.249  0.021
H 1.061 -1.136 0.546  0.123
H 1.337 1.898 -0.386  -0.003
H -1.721 -1.005 -1.074  0.093
I -1.374 2.321 0.603  0.428

* E_HOMO: -9.80 eV
* SMILES: CC[P@H](=O)I
* HOMO-LUMO gap: 0.372 hartree

***

Arrangement 2

Formula: C2H6IOP
Source: the OMol25 dataset
Level of theory: wB97M-V/def2-TZVPD

Each line ends with the Löwdin charge.
Geometry (Å):
C -1.601 -0.006 -0.687  -0.499
I 2.303 -2.690 3.326  0.008
H 1.184 1.289 -0.687  0.021
H -0.368 -1.335 0.865  -0.081
P -0.049 -0.823 -0.387  0.798
H -2.519 -0.519 -0.444  0.051
O -1.775 0.940 -1.610  -0.065
H 2.037 0.154 0.359  0.014
C 1.058 0.574 0.128  -0.361
H -0.934 1.339 -1.871  0.084
H 0.664 1.076 1.007  0.030

* E_HOMO (alpha / beta): -9.25 / -6.61 eV
* HOMO-LUMO gap (alpha / beta): 0.359 / 0.116 hartree

***

arrangement 1 (0.1083 hartree below the next structure)

***

Arrangement 1

Formula: C2H9OS
Source: the OMol25 dataset
Level of theory: wB97M-V/def2-TZVPD

Each line ends with the Löwdin charge.
Geometry (Å):
C -0.854 0.122 0.443  -0.447
H -2.462 1.679 0.709  0.105
H -0.733 -0.740 -0.217  0.072
H 1.503 -2.007 -1.548  0.026
H 1.263 0.148 0.136  -0.042
H 3.233 -2.721 -2.818  0.008
H -2.823 -0.032 0.462  0.115
H 0.786 -1.092 -2.580  0.071
H -2.175 1.147 -0.858  0.123
H 3.855 -2.586 -3.178  0.047
S 0.513 0.692 1.147  1.079
O 0.954 -1.231 -1.639  -0.069
C -2.139 0.776 0.164  -0.087

* E_HOMO: -16.13 eV
* HOMO-LUMO gap: 0.354 hartree
* charge: +1

***

Arrangement 2

Formula: C2H9OS
Source: the OMol25 dataset
Level of theory: wB97M-V/def2-TZVPD

Each line ends with the Löwdin charge.
Geometry (Å):
H 2.812 -0.391 1.492  0.047
H -0.777 -0.477 1.253  0.062
H 3.369 -0.577 0.126  0.058
H -0.799 -1.302 -0.995  0.069
H -2.035 0.812 1.172  0.063
C -0.968 0.583 1.139  -0.235
H -0.476 1.222 1.859  0.069
C -1.060 -0.396 -1.527  -0.279
H 0.773 0.713 -0.397  -0.011
H -0.689 -0.243 -2.536  0.070
S -0.526 1.024 -0.596  1.069
H -2.150 -0.381 -1.589  0.076
O 2.526 -0.586 0.598  -0.058

* E_HOMO: -15.67 eV
* HOMO-LUMO gap: 0.451 hartree
* charge: +1

***

Arrangement 3

Formula: C2H9OS
Source: the OMol25 dataset
Level of theory: wB97M-V/def2-TZVPD

Each line ends with the Löwdin charge.
Geometry (Å):
H -1.550 -0.350 -1.312  0.103
H -0.133 0.662 -1.907  0.087
H 1.802 -1.129 -0.934  0.031
H 2.365 0.558 -0.429  0.052
O -2.195 0.304 1.855  -0.078
H -3.156 0.251 1.916  0.044
H -0.244 -1.078 -2.512  0.101
H 2.214 0.135 1.264  0.069
H 1.013 1.377 0.688  0.063
S 0.623 -0.938 -0.238  1.021
C 1.650 0.550 0.412  -0.191
C -0.410 -0.402 -1.577  -0.354
H -1.978 0.058 2.773  0.051

* E_HOMO: -15.09 eV
* HOMO-LUMO gap: 0.396 hartree
* charge: +1

***

arrangement 2 (0.0364 hartree below the next structure)